Computed, not measured: C22H31N3O4S in the gas phase in a non-equilibrium geometry, with the ωB97M-V functional and the def2-TZVPD basis.

Each atom is followed by the atoms it is bonded to, with distances in Å.
Atoms and positions in Å:
1 C -0.29 0.84 6.00  C2 1.525, H31 1.088, H32 1.087, H33 1.088
2 C -1.33 -0.28 6.02  C1 1.525, C3 1.531, H34 1.091, H35 1.091
3 C -2.22 -0.29 4.77  C2 1.531, N4 1.446, H36 1.094, H37 1.092
4 N -1.48 -0.56 3.57  C3 1.446, C5 1.353, H38 1.007
5 C -1.40 -1.80 3.03  N4 1.353, O6 1.211, C7 1.526
6 O -2.09 -2.73 3.39  C5 1.211
7 C -0.37 -1.91 1.91  C5 1.526, C8 1.528, C30 1.539, H39 1.095
8 C -0.55 -3.17 1.08  C7 1.528, C9 1.528, H40 1.091, H41 1.091
9 C 0.55 -3.26 0.02  C8 1.528, C10 1.531, H42 1.091, H43 1.092
10 C 1.93 -3.21 0.68  C9 1.531, N11 1.443, H44 1.090, H45 1.096
11 N 2.07 -2.08 1.56  C10 1.443, S12 1.660, C30 1.437
12 S 2.77 -0.69 0.97  N11 1.660, O13 1.437, O14 1.431, C15 1.794
13 O 2.84 0.22 2.08  S12 1.437
14 O 3.97 -1.08 0.30  S12 1.431
15 C 1.66 0.02 -0.24  S12 1.794, C16 1.381, C20 1.387
16 C 1.74 -0.38 -1.56  C15 1.381, C17 1.388, H46 1.078
17 C 0.87 0.14 -2.51  C16 1.388, C18 1.388, H47 1.076
18 C -0.07 1.06 -2.10  C17 1.388, C19 1.400, N24 1.394
19 C -0.14 1.47 -0.76  C18 1.400, C20 1.376, C21 1.497
20 C 0.72 0.95 0.17  C15 1.387, C19 1.376, H48 1.079
21 C -1.25 2.46 -0.60  C19 1.497, C22 1.541, H49 1.089, H50 1.093
22 C -1.64 2.79 -2.05  C21 1.541, C23 1.528, N24 1.468, H51 1.093
23 C -1.08 4.15 -2.47  C22 1.528, H52 1.088, H53 1.087, H54 1.087
24 N -1.04 1.73 -2.86  C18 1.394, C22 1.468, C25 1.373
25 C -1.30 1.47 -4.18  N24 1.373, O26 1.215, C27 1.491
26 O -0.67 0.64 -4.80  C25 1.215
27 C -2.38 2.27 -4.83  C25 1.491, C28 1.507, C29 1.512, H55 1.079
28 C -2.91 1.73 -6.14  C27 1.507, C29 1.487, H56 1.079, H57 1.079
29 C -2.03 2.93 -6.14  C27 1.512, C28 1.487, H58 1.079, H59 1.080
30 C 1.03 -1.94 2.55  C7 1.539, N11 1.437, H60 1.091, H61 1.096
31 H -0.77 1.80 5.86  C1 1.088
32 H 0.26 0.86 6.93  C1 1.087
33 H 0.43 0.69 5.19  C1 1.088
34 H -0.83 -1.25 6.10  C2 1.091
35 H -1.97 -0.16 6.90  C2 1.091
36 H -2.72 0.68 4.67  C3 1.094
37 H -2.97 -1.07 4.86  C3 1.092
38 H -0.80 0.13 3.28  N4 1.007
39 H -0.45 -1.03 1.26  C7 1.095
40 H -1.54 -3.16 0.60  C8 1.091
41 H -0.52 -4.04 1.74  C8 1.091
42 H 0.45 -4.20 -0.54  C9 1.091
43 H 0.44 -2.44 -0.69  C9 1.092
44 H 2.72 -3.13 -0.06  C10 1.090
45 H 2.08 -4.12 1.27  C10 1.096
46 H 2.51 -1.08 -1.84  C16 1.078
47 H 0.94 -0.17 -3.54  C17 1.076
48 H 0.71 1.27 1.21  C20 1.079
49 H -0.94 3.35 -0.05  C21 1.089
50 H -2.09 2.01 -0.05  C21 1.093
51 H -2.73 2.78 -2.17  C22 1.093
52 H -0.01 4.17 -2.31  C23 1.088
53 H -1.28 4.34 -3.52  C23 1.087
54 H -1.54 4.94 -1.88  C23 1.087
55 H -3.08 2.78 -4.19  C27 1.079
56 H -3.96 1.85 -6.34  C28 1.079
57 H -2.49 0.80 -6.48  C28 1.079
58 H -1.02 2.81 -6.50  C29 1.079
59 H -2.46 3.90 -6.34  C29 1.080
60 H 1.26 -1.03 3.10  C30 1.091
61 H 1.09 -2.79 3.24  C30 1.096

Computed properties:
Charge   0
HOMO level   -8.63 eV
Gap between HOMO and LUMO   9.01 eV
Calculated total energy   -46813.485 eV
Relative energy (zero: lowest compared OMol25 entry of this formula, charge and spin)   23.65 kcal per mole
Structure (SMILES)   CCCNC(=O)[C@@H]1CCCN(S(=O)(=O)c2ccc3c(c2)C[C@@H](C)N3C(=O)C2CC2)C1
LUMO   0.38 eV
Molecular weight   433.57 Da

Mulliken population analysis, charges in e, atoms 1 to 6: C -1.050; C -0.315; C -0.926; N 0.015; C -0.310; O -0.690